[1]
Density functional theory data (ωB97M-V/def2-TZVPD) for a molecular structure, C17H59B2BaN2O24P5.

Structure (XYZ):
```
110
Properties=species:S:1:pos:R:3:mulliken_charge:R:1
Ba 1.418 -0.364 2.775 1.4316
B 0.123 -2.486 3.892 1.8002
H 0.308 -1.711 4.619 -0.3137
H -0.430 -2.049 3.075 -0.7887
H 1.116 -2.778 3.587 -0.4485
H -0.359 -3.351 4.321 -0.2566
B 0.761 -0.558 0.162 2.3227
H -0.071 0.004 0.556 -0.7124
H 1.670 -0.018 0.379 -0.8887
H 0.792 -1.511 0.668 -0.3438
H 0.618 -0.747 -0.890 -0.9930
C -0.628 -2.763 -2.490 0.4494
N -0.396 -4.209 -2.338 0.9238
O -1.314 -5.017 -2.526 -0.5672
O 0.707 -4.556 -1.893 -0.5808
H -1.248 -2.685 -3.383 0.3968
H 0.334 -2.269 -2.626 -0.5433
H -1.201 -2.475 -1.608 -0.2243
C 2.176 -0.621 -3.362 -0.6100
N 3.378 -0.005 -3.980 0.9195
O 3.648 -0.083 -5.165 -0.5939
O 4.031 0.719 -3.306 -0.5276
H 1.445 -0.925 -4.112 0.3338
H 1.686 0.185 -2.817 0.1685
H 2.416 -1.506 -2.772 0.3394
C -5.056 0.115 1.057 -0.4790
O -5.312 -1.320 1.360 -0.4894
P -5.153 -2.541 0.308 0.6095
O -5.739 -3.820 0.841 -0.7351
O -3.548 -2.434 -0.012 -0.0060
C -2.558 -2.463 1.003 -0.7828
O -5.809 -1.952 -1.033 -0.1688
C -7.201 -1.680 -1.167 -0.9069
H -5.817 0.883 1.199 0.4500
H -4.678 0.142 0.035 0.1557
H -4.227 0.382 1.712 0.1924
H -2.867 -3.008 1.895 0.5664
H -2.330 -1.413 1.185 0.0592
H -1.677 -3.053 0.749 0.2211
H -7.696 -1.714 -0.196 0.3575
H -7.731 -2.414 -1.775 0.3224
H -7.551 -0.714 -1.531 0.3405
C 5.520 -4.414 2.886 -0.6791
O 5.674 -3.140 2.344 -0.3144
P 4.568 -2.563 1.396 0.2320
O 3.641 -1.630 2.086 -0.0569
O 3.890 -3.897 0.736 -0.2989
C 2.550 -4.353 0.872 -0.1444
O 5.421 -1.898 0.161 -0.4499
C 4.795 -1.058 -0.786 0.1531
H 6.066 -5.090 2.228 0.2866
H 4.498 -4.763 3.031 0.2994
H 6.014 -4.466 3.857 0.2610
H 2.073 -4.109 1.820 0.2239
H 2.542 -5.441 0.794 0.3837
H 1.882 -3.958 0.107 -0.1580
H 5.167 -1.305 -1.780 0.4354
H 5.186 -0.060 -0.591 0.0662
H 3.710 -1.126 -0.702 -0.3666
C 6.576 1.759 1.927 -0.7745
O 5.170 1.456 1.778 -0.1328
P 3.959 2.609 1.905 0.4708
O 2.598 2.042 2.185 -0.1646
O 4.490 3.658 3.028 -0.2988
C 3.684 4.761 3.416 -0.6583
O 4.163 3.404 0.523 -0.4297
C 4.172 2.653 -0.625 -0.4382
H 7.047 1.397 1.013 0.2609
H 7.136 1.315 2.750 0.2510
H 6.668 2.843 1.993 0.3738
H 4.032 5.139 4.377 0.2940
H 2.620 4.540 3.490 0.2560
H 3.811 5.622 2.760 0.2722
H 3.319 2.993 -1.212 0.3664
H 3.929 1.600 -0.488 -0.1032
H 5.048 2.737 -1.268 0.3383
C -5.504 -0.179 -4.232 -0.3142
O -4.677 0.936 -4.336 -0.3968
P -3.838 1.521 -3.082 1.0954
O -4.697 1.934 -1.968 -0.6848
O -2.729 0.282 -2.753 -0.1016
C -1.597 0.505 -1.967 0.2792
O -3.007 2.721 -3.759 -0.3983
C -2.202 2.549 -4.931 -0.7574
H -6.389 0.133 -4.786 0.3113
H -5.847 -0.503 -3.249 -0.0518
H -5.008 -1.007 -4.738 0.2701
H -0.746 0.271 -2.607 -0.0431
H -1.718 -0.142 -1.098 -0.5044
H -1.613 1.570 -1.737 0.4046
H -2.429 3.439 -5.519 0.2920
H -2.458 1.756 -5.634 0.3359
H -1.122 2.522 -4.787 0.2773
C -3.021 3.151 0.412 -0.6940
O -1.996 2.293 0.832 0.6286
P -1.267 2.686 2.234 -0.0314
O -0.594 1.450 2.744 -0.2540
O -0.287 3.911 1.784 -0.4488
C 0.520 3.809 0.617 -0.3905
O -2.390 3.430 3.181 -0.3503
C -3.594 2.845 3.720 -0.5106
H -3.072 4.109 0.930 0.5101
H -3.976 2.653 0.583 0.0372
H -2.934 3.262 -0.669 0.1498
H 1.544 4.131 0.808 0.0915
H 0.161 4.558 -0.089 0.3464
H 0.496 2.820 0.160 0.0045
H -3.549 1.797 3.425 0.2174
H -4.496 3.298 3.307 0.2412
H -3.609 3.019 4.796 0.2833
```

## Properties
calculated total energy	-4380.46350	Eh
HOMO	-9.39	eV
HOMO-LUMO gap	9.33	eV
spin multiplicity	1
E_LUMO	-0.0021	Ha
ΔE to the lowest compared entry with this formula, charge and spin	575.5	kJ/mol

***

[2]
Density functional theory data (ωB97M-V/def2-TZVPD) for a molecular structure, C5H7Br.

Structure (XYZ):
```
13
Properties=species:S:1:pos:R:3:nbo_charge:R:1
C -0.391 1.411 -2.049 -0.6118
C -0.315 0.706 -0.248 -0.1372
C 0.410 -0.433 -0.144 -0.2054
C 0.319 1.544 -3.499 -0.0604
C 0.486 -1.194 1.148 -0.6582
Br 1.952 2.299 -3.436 0.1259
H -1.364 1.071 -2.391 0.2101
H -0.620 2.517 -1.979 0.2408
H -0.611 1.425 0.511 0.2096
H 0.834 -0.823 -1.150 0.2172
H -0.174 -2.030 1.356 0.2330
H 0.397 -0.371 1.882 0.2165
H 1.533 -1.587 1.353 0.2198
```

## Properties
calculated total energy	-2768.48483	Eh
HOMO	-8.56	eV
HOMO-LUMO gap	7.92	eV
spin multiplicity	1
E_LUMO	-0.0236	Ha
ΔE to the lowest compared entry with this formula, charge and spin	531.5	kJ/mol

***

spin multiplicity of number 2 (C5H7Br)? 1